[1]
{"formula": "C23H17Cl3IN2O5PS2Sn", "method": "wB97M-V/def2-TZVPD", "elements": ["Sn", "I", "C", "C", "C", "C", "C", "C", "C", "C", "C", "C", "H", "H", "H", "H", "H", "H", "S", "C", "C", "C", "C", "N", "C", "C", "C", "S", "C", "N", "H", "H", "C", "O", "P", "O", "C", "O", "C", "H", "H", "H", "H", "H", "H", "H", "H", "H", "Cl", "C", "Cl", "Cl", "C", "O", "O"], "coordinates": [[0.624, 0.372, 2.216], [0.528, -2.554, 3.611], [0.966, -3.206, 1.667], [1.569, -4.423, 1.528], [1.727, -4.984, 0.244], [1.202, -4.349, -0.843], [0.563, -3.092, -0.710], [-0.031, -2.465, -1.837], [-0.631, -1.250, -1.711], [-0.561, -0.565, -0.476], [0.024, -1.104, 0.646], [0.507, -2.446, 0.555], [1.906, -4.970, 2.398], [2.236, -5.932, 0.136], [1.272, -4.795, -1.828], [0.000, -2.979, -2.790], [-1.104, -0.780, -2.565], [-0.937, 0.454, -0.442], [1.719, 1.377, -0.276], [2.699, -0.064, -0.576], [2.791, -0.516, -1.884], [3.430, -1.715, -2.170], [3.426, -2.218, -3.512], [3.389, -2.602, -4.595], [4.013, -2.438, -1.120], [3.937, -1.973, 0.182], [3.251, -0.795, 0.489], [3.091, -0.312, 2.155], [4.647, -3.704, -1.373], [5.145, -4.718, -1.579], [2.341, 0.054, -2.685], [4.367, -2.557, 0.984], [-5.216, 0.791, 0.517], [-4.642, 1.919, 1.207], [-3.119, 1.836, 1.681], [-0.698, 2.820, 0.847], [-3.732, 3.712, -0.996], [-3.168, 3.019, 2.731], [-2.101, 3.246, 3.697], [-6.009, 0.383, 1.137], [-4.469, 0.019, 0.320], [-5.632, 1.148, -0.422], [-4.264, 2.875, -1.472], [-2.222, 4.323, 0.952], [-1.833, 2.204, -0.870], [-2.050, 4.320, 3.841], [-1.151, 2.880, 3.316], [-2.371, 2.749, 4.626], [-2.649, 4.336, -2.273], [-1.293, 4.398, -1.161], [3.140, 2.756, 0.191], [-2.013, 3.208, 0.167], [-0.873, 5.818, -0.735], [-0.286, 6.536, -1.509], [-1.456, 5.950, 0.364]], "nbo_charge": [0.9048, 0.2443, -0.0984, -0.2496, -0.2030, -0.1975, 0.0281, -0.1959, -0.2284, -0.2708, -0.4359, -0.1827, 0.2311, 0.2317, 0.2246, 0.2221, 0.2162, 0.2015, 0.3546, -0.2809, -0.0755, -0.1814, 0.2686, -0.2833, -0.0986, -0.1910, -0.1202, -0.2607, 0.2805, -0.2760, 0.2388, 0.2474, -0.2572, -0.8044, 1.4385, -0.9450, -0.4097, -0.8164, -0.2577, 0.2058, 0.1916, 0.1940, 0.1417, 0.1411, -0.0797, 0.2152, 0.2191, 0.1924, 0.4777, -0.1803, -0.1223, 0.9384, 0.6834, -0.6029, -0.6275], "e_lumo_ha": [-0.07560, -0.08420], "mol_weight_da": 848.480, "homo_energy_ha": [-0.3131, -0.3132], "orbital_gap_ev": [6.46, 6.23]}

[2]
{"formula": "C43H42B2F2N10ReSi", "method": "wB97M-V/def2-TZVPD", "elements": ["Re", "C", "C", "C", "C", "N", "N", "B", "N", "N", "C", "C", "C", "C", "C", "C", "C", "C", "C", "C", "N", "N", "C", "C", "C", "C", "C", "C", "C", "C", "C", "C", "C", "C", "C", "C", "C", "C", "H", "H", "H", "H", "H", "H", "H", "H", "H", "H", "H", "H", "H", "H", "H", "H", "H", "H", "H", "H", "H", "H", "H", "H", "H", "H", "H", "H", "F", "B", "F", "C", "Si", "C", "C", "N", "C", "C", "C", "C", "C", "C", "H", "H", "H", "H", "H", "H", "H", "H", "H", "H", "H", "H", "H", "H", "N", "C", "C", "C", "N", "C", "N"], "coordinates": [[0.202, -0.053, -0.380], [-5.139, -2.008, -0.469], [-4.047, -1.008, -0.289], [-4.135, 0.368, -0.249], [-2.818, 0.819, -0.114], [-1.990, -0.227, -0.044], [-2.751, -1.344, -0.159], [-2.190, -2.739, 0.044], [-1.279, -0.997, -2.679], [-0.168, -0.258, -2.399], [0.296, 0.288, -3.571], [-0.523, -0.134, -4.593], [-1.502, -0.936, -3.975], [-2.664, -1.640, -4.595], [1.454, 1.188, -3.734], [1.426, 2.489, -3.238], [2.471, 3.366, -3.488], [3.553, 2.955, -4.251], [3.580, 1.669, -4.770], [2.537, 0.793, -4.517], [-1.677, -2.917, 1.495], [-0.385, -2.553, 1.625], [0.059, -2.942, 2.828], [-1.015, -3.524, 3.502], [-2.092, -3.495, 2.624], [-3.490, -3.975, 2.801], [1.444, -2.751, 3.286], [2.224, -3.850, 3.634], [3.516, -3.665, 4.098], [4.031, -2.384, 4.242], [3.253, -1.285, 3.907], [1.967, -1.469, 3.422], [-2.339, 2.207, -0.030], [-1.526, 2.740, -1.025], [-1.087, 4.052, -0.941], [-1.458, 4.839, 0.138], [-2.263, 4.309, 1.137], [-2.707, 2.999, 1.053], [-6.053, -1.493, -0.756], [-5.328, -2.562, 0.452], [-4.878, -2.723, -1.248], [-5.022, 0.970, -0.346], [-2.914, -3.603, -0.324], [-0.436, 0.123, -5.637], [-2.493, -1.790, -5.659], [-3.584, -1.062, -4.475], [-2.813, -2.608, -4.115], [0.561, 2.827, -2.682], [2.438, 4.375, -3.094], [4.366, 3.641, -4.451], [4.417, 1.346, -5.376], [2.552, -0.205, -4.936], [-0.998, -3.927, 4.500], [-3.572, -4.557, 3.715], [-3.797, -4.587, 1.952], [-4.176, -3.128, 2.869], [1.821, -4.850, 3.526], [4.125, -4.524, 4.348], [5.031, -2.241, 4.630], [3.631, -0.280, 4.041], [1.355, -0.616, 3.174], [-1.291, 2.131, -1.893], [-0.457, 4.466, -1.720], [-1.110, 5.860, 0.208], [-2.531, 4.919, 1.990], [-3.331, 2.579, 1.832], [-0.857, -2.829, -0.634], [0.293, -2.126, 0.294], [1.401, -2.883, 0.108], [4.754, -0.290, -1.863], [3.368, -1.280, -1.036], [4.169, -2.346, 0.320], [2.523, -2.417, -2.285], [2.240, -0.033, -0.457], [2.892, 1.065, 0.154], [3.807, 0.887, 1.197], [4.443, 1.973, 1.777], [4.212, 3.259, 1.311], [3.311, 3.451, 0.273], [2.649, 2.372, -0.284], [5.311, -0.907, -2.573], [5.458, 0.086, -1.119], [4.354, 0.569, -2.405], [4.150, -3.395, 0.018], [3.652, -2.277, 1.279], [5.213, -2.060, 0.468], [2.756, -3.459, -2.056], [2.872, -2.213, -3.297], [1.440, -2.315, -2.276], [3.985, -0.112, 1.575], [5.126, 1.808, 2.601], [4.710, 4.106, 1.763], [3.118, 4.450, -0.095], [1.943, 2.521, -1.087], [0.282, 0.848, 1.395], [0.568, 1.724, 2.119], [0.908, 2.621, 3.094], [0.899, 4.020, 2.888], [0.900, 5.166, 2.761], [1.352, 2.125, 4.344], [1.711, 1.721, 5.363]], "lowdin_spin": [0.9142, 0.0002, 0.0014, 0.0013, -0.0016, -0.0070, 0.0026, 0.0006, 0.0192, 0.0280, 0.0085, 0.0127, 0.0142, 0.0021, 0.0007, 0.0007, -0.0001, 0.0002, 0.0000, 0.0002, 0.0001, 0.0002, -0.0003, -0.0002, 0.0001, 0.0000, 0.0002, -0.0001, 0.0001, 0.0000, 0.0001, 0.0001, -0.0019, -0.0024, -0.0005, -0.0006, -0.0007, -0.0001, 0.0000, 0.0001, 0.0000, -0.0001, 0.0001, 0.0008, 0.0000, 0.0006, 0.0003, 0.0001, 0.0000, 0.0000, 0.0000, 0.0000, 0.0000, 0.0000, 0.0000, 0.0000, 0.0000, 0.0000, 0.0000, 0.0000, 0.0001, -0.0005, 0.0000, 0.0000, 0.0000, 0.0000, 0.0150, 0.0203, 0.0004, -0.0009, -0.0112, -0.0061, 0.0006, -0.1282, -0.0020, -0.0118, 0.0012, -0.0131, 0.0015, -0.0128, 0.0001, -0.0003, 0.0001, -0.0007, 0.0001, -0.0001, 0.0000, 0.0001, 0.0003, -0.0005, 0.0003, -0.0008, 0.0002, 0.0004, 0.0168, 0.0735, 0.0307, 0.0058, 0.0107, 0.0060, 0.0108], "e_lumo_ha": [-0.03856, -0.03316], "mol_weight_da": 972.792, "homo_energy_ha": [-0.2857, -0.2797], "multiplicity": 2, "orbital_gap_ev": [6.72, 6.71]}

[3]
{"formula": "C30H32BCl2F5N8O2Te2V", "method": "wB97M-V/def2-TZVPD", "elements": ["V", "C", "C", "C", "C", "N", "N", "B", "N", "C", "C", "C", "C", "N", "N", "C", "C", "C", "C", "N", "N", "C", "C", "C", "C", "N", "H", "H", "H", "H", "H", "H", "H", "H", "H", "H", "H", "H", "H", "H", "H", "H", "H", "H", "H", "H", "Cl", "C", "Cl", "H", "H", "O", "C", "Te", "C", "C", "C", "C", "C", "C", "C", "C", "C", "C", "C", "C", "H", "H", "H", "H", "H", "H", "H", "H", "H", "H", "F", "Te", "F", "F", "F", "F", "O"], "coordinates": [[0.427, -0.634, 0.746], [2.906, 1.181, 4.375], [2.670, 1.756, 3.019], [2.617, 3.109, 2.807], [2.406, 3.284, 1.449], [2.330, 2.108, 0.840], [2.454, 1.100, 1.795], [1.553, 2.136, -0.561], [0.040, 2.180, -0.209], [-0.861, 3.159, -0.327], [-2.054, 2.750, 0.247], [-1.827, 1.475, 0.722], [-2.790, 0.578, 1.421], [-0.544, 1.114, 0.440], [1.750, 0.858, -1.422], [2.326, 0.764, -2.624], [2.183, -0.532, -3.091], [1.473, -1.180, -2.099], [1.114, -2.623, -2.050], [1.187, -0.329, -1.098], [2.101, 3.311, -1.291], [3.434, 3.557, -1.499], [3.545, 4.806, -2.030], [2.216, 5.308, -2.086], [1.759, 6.631, -2.593], [1.365, 4.412, -1.621], [3.889, 0.727, 4.472], [2.840, 2.001, 5.086], [2.157, 0.438, 4.640], [2.728, 3.877, 3.552], [2.248, 4.199, 0.896], [-0.575, 4.075, -0.821], [-2.972, 3.311, 0.300], [-3.779, 0.689, 0.980], [-2.512, -0.474, 1.345], [-2.872, 0.837, 2.478], [2.796, 1.618, -3.082], [2.559, -0.937, -4.015], [0.218, -2.891, -2.606], [1.948, -3.262, -2.334], [1.602, -2.802, -0.057], [4.190, 2.827, -1.252], [4.447, 5.307, -2.337], [1.921, 6.705, -3.668], [0.699, 6.771, -2.394], [2.315, 7.440, -2.122], [-0.059, -3.489, 3.216], [0.355, -1.996, 4.033], [-0.354, -0.552, 3.178], [1.429, -1.859, 4.037], [-0.091, -1.978, 5.022], [0.815, -3.011, -0.633], [-0.355, -2.323, -0.030], [-1.841, -3.843, 0.037], [-3.475, -2.890, 0.928], [-4.428, -2.242, 0.150], [-5.564, -1.748, 0.772], [-5.738, -1.908, 2.142], [-4.787, -2.577, 2.903], [-3.648, -3.088, 2.297], [-2.394, -3.712, -1.980], [-2.797, -4.894, -2.591], [-3.221, -4.845, -3.913], [-3.225, -3.638, -4.598], [-2.813, -2.465, -3.973], [-2.395, -2.490, -2.652], [-4.310, -2.141, -0.921], [-6.324, -1.253, 0.182], [-6.635, -1.531, 2.615], [-4.943, -2.728, 3.962], [-2.928, -3.640, 2.886], [-2.787, -5.841, -2.065], [-3.544, -5.753, -4.404], [-3.553, -3.609, -5.629], [-2.826, -1.528, -4.514], [-2.091, -1.574, -2.157], [4.791, -2.125, 1.593], [3.844, -0.568, 1.370], [3.216, -1.048, 3.083], [4.418, 0.708, 0.116], [5.160, 0.264, 2.356], [3.632, -1.420, -0.328], [1.841, -1.395, 1.191]], "mulliken_charge": [0.1902, -1.3697, 0.4669, -1.5263, -0.1377, 1.0209, 0.5235, 0.1686, 0.4711, 0.3069, -2.0000, 0.5110, -1.2426, 0.5360, 0.5474, -0.1357, -2.0866, 0.7289, -0.8777, 0.2707, 0.7485, -0.3491, -1.2358, 0.5442, -1.2782, -1.1823, 0.2980, 0.4556, 0.1336, 0.5850, 0.4538, 0.7413, 0.5655, 0.5219, -0.1020, 0.2937, 0.6780, 0.6067, 0.3562, 0.4652, 0.5556, 0.6063, 0.4836, 0.2868, 0.3329, 0.3433, -0.0876, -0.1523, 0.0047, 0.0484, 0.5473, -0.1241, -0.0336, 0.9861, 0.5802, -0.1004, -0.7301, -0.5573, -0.7483, -0.5684, 0.5308, -0.8731, -0.6666, -0.6508, -0.8227, -0.0765, 0.4501, 0.4745, 0.4632, 0.4735, 0.4631, 0.4738, 0.4492, 0.4486, 0.4955, 0.6852, -0.2776, 1.1203, -0.3836, -0.3826, -0.3086, -0.3833, -0.0409], "charge": 3, "e_lumo_ha": [-0.41214, -0.41222], "mol_weight_da": 1019.492, "homo_energy_ha": [-0.5824, -0.5824], "orbital_gap_ev": [4.63, 4.63]}

[4]
{"formula": "C3H10N2O", "method": "wB97M-V/def2-TZVPD", "elements": ["C", "O", "H", "H", "H", "C", "N", "C", "N", "H", "H", "H", "H", "H", "H", "H"], "coordinates": [[1.197, 2.318, 0.338], [1.166, 0.939, 0.335], [1.642, 2.734, -0.583], [0.184, 2.771, 0.457], [1.795, 2.719, 1.163], [0.886, -1.849, -0.494], [-0.528, -1.560, -0.216], [-0.968, -0.350, -0.042], [-2.242, -0.111, 0.244], [0.967, -2.284, -1.486], [1.241, -2.549, 0.247], [1.422, -0.904, -0.421], [-1.154, -2.347, -0.225], [-0.160, 0.492, -0.091], [-2.923, -0.843, 0.335], [-2.526, 0.824, 0.439]], "nbo_charge": [-0.2175, -0.9475, 0.1259, 0.0969, 0.1363, -0.4335, -0.5250, 0.3327, -0.7593, 0.1894, 0.1978, 0.2997, 0.3770, 0.3324, 0.3798, 0.4148], "e_lumo_ha": 0.01585, "mol_weight_da": 90.126, "homo_energy_ha": -0.2606, "orbital_gap_ev": 7.52}